{"formula": "C13H52N14O13", "method": "ωB97M-V/def2-TZVPD", "homo_ev": -8.358, "total_charge": 0, "e_tot_ev": -61801.69013, "fmax_ev_per_a": 10.3, "species": ["C", "O", "N", "N", "H", "H", "H", "H", "C", "O", "N", "N", "H", "H", "H", "H", "C", "O", "N", "N", "H", "H", "H", "H", "C", "O", "N", "N", "H", "H", "H", "H", "C", "O", "N", "N", "H", "H", "H", "H", "C", "O", "N", "N", "H", "H", "H", "H", "C", "O", "N", "N", "H", "H", "H", "H", "C", "O", "H", "H", "H", "H", "C", "O", "H", "H", "H", "H", "C", "O", "H", "H", "H", "H", "C", "O", "H", "H", "H", "H", "C", "O", "H", "H", "H", "H", "C", "O", "H", "H", "H", "H"], "positions_angstrom": [[17.344, -11.903, -6.711], [17.935, -10.693, -6.687], [17.046, -12.634, -5.667], [17.046, -12.548, -7.821], [17.202, -12.211, -4.720], [16.343, -13.432, -5.582], [17.357, -12.039, -8.663], [16.861, -13.567, -7.965], [12.842, -15.683, -7.343], [12.852, -16.608, -6.313], [12.484, -14.446, -7.261], [13.326, -15.965, -8.514], [12.088, -14.158, -6.355], [12.547, -13.762, -8.084], [13.602, -16.939, -8.585], [13.359, -15.355, -9.331], [15.188, -7.969, -9.950], [15.983, -6.765, -10.176], [14.177, -8.243, -10.690], [15.663, -8.852, -9.164], [13.859, -7.488, -11.325], [13.504, -8.988, -10.600], [16.381, -8.390, -8.578], [15.164, -9.703, -8.821], [11.038, -9.453, -10.800], [10.264, -9.302, -11.945], [10.660, -8.887, -9.651], [12.179, -10.105, -10.718], [9.667, -8.564, -9.595], [11.172, -8.859, -8.787], [12.580, -10.579, -11.590], [12.468, -10.551, -9.881], [12.694, -14.231, -11.908], [12.254, -14.831, -10.833], [13.877, -13.647, -11.890], [12.074, -14.213, -13.019], [14.217, -13.473, -10.947], [14.292, -13.157, -12.640], [11.149, -14.596, -13.051], [12.444, -13.876, -13.947], [13.785, -11.823, -8.358], [14.063, -12.762, -9.243], [14.769, -11.215, -7.739], [12.596, -11.318, -8.238], [15.620, -11.875, -7.819], [14.810, -10.486, -7.048], [11.816, -11.703, -8.799], [12.369, -10.513, -7.565], [15.953, -8.582, -4.910], [15.125, -9.073, -5.922], [17.199, -8.930, -4.761], [15.502, -7.755, -3.990], [17.607, -9.469, -5.586], [17.841, -8.512, -4.015], [14.527, -7.447, -4.010], [16.096, -7.351, -3.221], [9.574, -12.596, -10.423], [10.616, -12.842, -9.474], [9.955, -12.808, -11.432], [9.130, -11.620, -10.396], [8.808, -13.320, -10.316], [10.913, -13.733, -9.535], [12.330, -7.732, -7.241], [11.723, -8.925, -6.869], [12.668, -7.283, -6.281], [11.740, -6.976, -7.660], [13.253, -7.855, -7.786], [10.902, -8.623, -6.486], [10.628, -12.599, -5.546], [11.178, -13.715, -4.902], [10.434, -12.842, -6.638], [11.384, -11.861, -5.629], [9.815, -12.109, -4.991], [10.438, -14.175, -4.544], [14.048, -11.444, -4.086], [13.612, -12.691, -3.736], [13.831, -11.130, -5.122], [15.093, -11.317, -3.951], [13.529, -10.680, -3.501], [13.960, -13.383, -4.317], [16.969, -11.343, -10.883], [17.517, -10.653, -9.806], [16.890, -10.746, -11.785], [15.940, -11.664, -10.609], [17.425, -12.326, -11.091], [16.816, -10.006, -9.589], [7.525, -11.715, -7.777], [8.699, -10.983, -7.927], [6.635, -11.149, -7.890], [7.482, -12.315, -6.900], [7.456, -12.489, -8.543], [9.323, -11.362, -8.530]]}